Record 1
Entry from OMol25: a structure of composition C23H28AuClN5O5Se (wB97M-V/def2-TZVPD).

XYZ file:
```
64
Properties=species:S:1:pos:R:3:lowdin_charge:R:1
Au 1.06 -0.96 0.09 1.07
N 5.28 -0.95 -0.87 0.20
C 3.96 -1.09 -0.70 -0.53
O 3.28 -0.15 -0.28 -0.18
C 3.32 -2.41 -1.06 -0.20
C 2.19 -2.70 -0.08 -0.26
H 5.70 -0.06 -0.64 0.11
H 5.87 -1.70 -1.18 0.11
H 4.05 -3.22 -1.11 0.11
H 2.90 -2.28 -2.07 0.12
H 2.58 -2.94 0.91 0.05
H 1.56 -3.52 -0.42 0.04
N -4.19 0.36 1.03 0.18
C -3.73 1.64 0.87 -0.50
O -4.43 2.61 1.04 0.08
C -2.30 1.77 0.44 -0.11
C -1.91 2.91 -0.25 0.02
C -0.59 3.03 -0.65 -0.02
C 0.29 2.00 -0.37 -0.11
N -0.08 0.92 0.33 -0.04
C -1.35 0.82 0.74 -0.09
H -5.14 0.24 1.31 0.11
H -3.64 -0.45 0.79 0.07
H -2.64 3.68 -0.46 0.13
H -0.24 3.90 -1.18 0.11
H 1.33 2.03 -0.68 0.05
H -1.58 -0.06 1.33 0.11
C -4.14 -3.41 2.02 0.01
C -3.95 -4.48 1.00 -0.13
C -4.12 -5.81 1.29 -0.03
C -3.91 -6.78 0.30 -0.61
Cl -4.16 -8.41 0.67 0.83
C -3.49 -6.42 -1.00 -0.05
C -3.31 -5.11 -1.32 0.06
C -3.56 -4.11 -0.34 -0.17
O -3.51 -2.84 -0.55 0.04
C -2.85 -2.24 -1.67 -0.02
C -1.45 -1.73 -1.24 -0.69
O -0.86 -1.07 -2.08 0.02
O -1.10 -2.06 -0.07 -0.10
H -4.24 -3.83 3.02 0.10
H -5.04 -2.83 1.80 0.10
H -3.30 -2.72 2.00 0.09
H -4.41 -6.11 2.29 0.13
H -3.32 -7.19 -1.75 0.13
H -3.01 -4.85 -2.32 0.13
H -3.45 -1.39 -1.99 0.15
H -2.72 -2.91 -2.51 0.12
C 2.34 4.77 2.42 -0.04
N 3.04 5.22 1.24 -0.13
C 3.10 6.54 0.81 -0.05
C 3.85 6.55 -0.30 -0.05
N 4.26 5.25 -0.54 -0.14
C 5.08 4.81 -1.65 -0.05
C 3.75 4.43 0.41 -0.72
Se 3.87 2.58 0.43 0.67
H 2.49 5.47 3.23 0.09
H 2.72 3.79 2.71 0.05
H 1.27 4.68 2.22 0.09
H 2.59 7.33 1.33 0.12
H 4.14 7.36 -0.95 0.12
H 5.57 5.68 -2.09 0.09
H 4.48 4.30 -2.40 0.09
H 5.84 4.11 -1.28 0.07
```

Calculated values
Net charge   +1
E_HOMO (spin up / spin down)   -9.000 / -8.999 eV
Energy relative to the best compared isomer or geometry (same formula, charge and spin)   64.1 kJ/mol
2S+1   3

***

Record 2
Entry from OMol25: a cluster of 2 separate species, CO4 in total (wB97M-V/def2-TZVPD).

XYZ file:
```
5
Properties=species:S:1:pos:R:3:lowdin_charge:R:1
C 0.38 0.00 0.01 -0.55
O 1.40 0.79 0.00 0.23
O 1.50 -0.64 0.00 0.22
O -0.76 -0.21 0.00 0.15
O -2.67 0.09 0.00 -0.06
```

Calculated values
E_HOMO   -11.567 eV
Energy relative to the best compared isomer or geometry (same formula, charge and spin)   398.8 kJ/mol

***

Record 3
Entry from OMol25: an isolated molecule of C2H2O3S (wB97M-V/def2-TZVPD).

XYZ file:
```
8
Properties=species:S:1:pos:R:3:lowdin_charge:R:1
C -1.90 0.54 -0.28 -0.26
C 0.87 -0.18 0.53 -0.25
O 3.14 -0.94 -0.46 -0.56
O -0.70 0.22 0.50 -0.18
O -1.86 0.70 -1.45 0.11
S 1.74 -0.77 -0.80 0.91
H -2.72 0.49 0.45 0.15
H 1.45 -0.05 1.50 0.09
```

Calculated values
E_HOMO   -9.653 eV
Energy relative to the best compared isomer or geometry (same formula, charge and spin)   410.1 kJ/mol

***

Record 4
Entry from OMol25: a cluster of 2 separate species, C2H6FNS in total (wB97M-V/def2-TZVPD).

XYZ file:
```
11
Properties=species:S:1:pos:R:3:lowdin_charge:R:1
C 0.10 0.58 -0.49 -0.12
C -0.45 0.09 0.79 -0.63
N 1.31 -1.55 -1.17 0.09
F 0.50 -2.33 -0.37 -0.18
S -1.32 1.62 1.43 0.65
H 0.99 1.18 -0.40 0.05
H -0.60 0.56 -1.40 0.09
H -1.33 -0.69 0.57 0.12
H 0.15 -0.29 1.51 0.02
H 0.92 -1.74 -2.03 -0.01
H -0.27 2.57 1.57 -0.10
```

Calculated values
E_HOMO (spin up / spin down)   -9.478 / -7.951 eV
Energy relative to the best compared isomer or geometry (same formula, charge and spin)   536.7 kJ/mol

***

Record 5
Entry from OMol25: an isolated molecule of C10H14N4O5 (wB97M-V/def2-TZVPD).

XYZ file:
```
33
Properties=species:S:1:pos:R:3:lowdin_charge:R:1
N 3.05 -0.12 0.42 0.04
C 1.70 -0.04 1.00 -0.33
C 1.42 1.47 1.06 -0.10
C 1.09 2.24 -0.18 -0.26
C 1.94 2.74 -1.15 -0.03
N 1.14 3.35 -2.10 0.06
C -0.12 3.19 -1.68 -0.24
N -0.19 2.58 -0.56 0.08
C 0.77 -0.84 0.23 -0.49
O 1.13 -1.88 -0.32 0.04
N -0.45 -0.42 0.17 0.16
C -1.51 -1.10 -0.56 -0.17
C -1.62 -2.63 -0.38 -0.05
C -1.64 -3.12 1.12 -0.52
O -2.63 -3.27 1.80 0.11
O -0.43 -3.33 1.62 0.09
C -2.93 -0.66 -0.10 -0.51
O -3.87 -0.96 -0.77 0.11
O -3.04 0.10 1.03 0.05
H 3.84 0.20 0.99 0.08
H 3.20 -1.17 0.21 0.11
H 1.71 -0.41 1.99 0.14
H 2.38 1.74 1.58 0.12
H 0.71 1.56 1.95 0.14
H 2.95 2.67 -1.41 0.10
H 1.56 3.89 -2.82 0.14
H -1.02 3.74 -2.10 0.15
H -0.72 0.54 0.31 0.12
H -1.46 -0.98 -1.70 0.19
H -0.68 -3.03 -0.89 0.12
H -2.46 -3.12 -1.00 0.16
H 0.30 -2.95 0.99 0.12
H -4.12 0.01 1.26 0.24
```

Calculated values
E_HOMO   -9.244 eV
Energy relative to the best compared isomer or geometry (same formula, charge and spin)   237.3 kJ/mol

***

Record 6
Entry from OMol25: a cluster of 7 separate species, C28H37N6O12 in total (wB97M-V/def2-TZVPD).

XYZ file:
```
83
Properties=species:S:1:pos:R:3:lowdin_charge:R:1
C -9.67 -25.99 64.10 -0.88
O -10.61 -26.64 63.54 -0.08
O -9.34 -26.44 65.30 0.08
O -9.15 -24.98 63.65 -0.02
H -9.68 -27.27 65.44 0.02
C -9.44 -25.21 58.72 -0.15
C -8.46 -25.93 57.83 -0.05
C -7.77 -27.20 58.36 0.02
C -7.71 -27.23 59.93 -0.10
C -8.74 -26.50 60.71 0.07
C -9.71 -25.49 60.01 -0.05
N -6.74 -28.08 60.67 -0.34
O -7.12 -28.89 61.50 0.06
O -5.52 -27.92 60.38 0.04
H -10.02 -24.28 58.35 0.12
H -8.55 -25.85 56.70 0.09
H -7.14 -27.94 57.73 0.11
H -8.71 -26.70 61.63 -0.01
H -10.46 -25.10 60.83 0.15
C -4.14 -25.17 62.67 -0.15
C -5.47 -25.08 63.29 0.04
C -6.02 -26.46 63.94 0.10
C -5.17 -27.73 63.99 -0.13
C -3.72 -27.55 63.39 0.07
C -3.30 -26.24 62.73 -0.10
N -5.64 -28.96 64.48 -0.37
O -6.49 -28.90 65.37 0.04
O -5.07 -30.00 64.13 0.07
H -3.81 -24.23 62.39 0.07
H -5.96 -24.18 63.48 0.06
H -7.05 -26.68 64.40 0.09
H -3.13 -28.48 63.29 0.09
H -2.34 -25.98 62.24 0.10
C -10.89 -29.90 64.55 -0.06
C -9.40 -30.14 64.69 -0.03
C -8.76 -31.22 65.51 0.04
C -9.74 -32.20 66.26 -0.07
C -11.26 -31.95 66.14 0.06
C -11.84 -30.76 65.25 -0.02
N -9.16 -33.29 67.08 -0.37
O -9.99 -34.17 67.50 0.01
O -7.98 -33.22 67.18 0.10
H -11.42 -29.21 64.07 0.02
H -8.65 -29.20 64.19 0.16
H -7.78 -31.40 65.74 0.04
H -11.85 -32.54 66.74 0.04
H -12.86 -30.48 65.21 0.07
C -12.17 -28.52 61.15 -0.30
O -13.34 -28.47 61.40 -0.01
N -11.82 -29.50 60.21 -0.20
C -10.48 -29.66 59.75 -0.06
C -12.91 -30.29 59.62 -0.09
H -11.26 -27.78 61.35 0.15
H -9.83 -29.93 60.55 0.07
H -10.10 -28.94 59.24 0.00
H -10.56 -30.68 59.15 0.13
H -13.86 -30.46 60.27 0.11
H -12.54 -31.34 59.59 0.07
H -13.16 -30.17 58.53 0.09
C -11.21 -20.84 67.03 -0.37
O -11.25 -19.76 67.55 0.01
N -10.06 -21.48 66.68 -0.15
C -10.05 -22.83 66.16 -0.06
C -8.70 -20.83 66.93 0.01
H -12.11 -21.35 66.76 0.12
H -10.80 -23.04 65.41 0.09
H -10.46 -23.44 66.95 0.08
H -9.11 -23.20 66.03 0.05
H -8.08 -21.57 67.66 0.15
H -8.74 -20.21 67.66 -0.02
H -8.24 -20.39 66.11 0.06
C -8.56 -28.38 68.54 -0.39
O -7.61 -27.92 69.10 0.02
N -9.75 -28.66 69.07 -0.14
C -10.95 -28.78 68.30 -0.06
C -9.81 -28.93 70.61 -0.01
H -8.50 -28.33 67.43 0.13
H -11.08 -28.23 67.46 0.06
H -11.70 -28.36 68.91 0.08
H -11.27 -29.77 68.13 0.07
H -10.28 -28.12 71.02 0.02
H -8.70 -28.82 71.10 0.14
H -10.44 -29.82 71.00 0.10
```

Calculated values
Net charge   -1
E_HOMO   -5.589 eV
Energy relative to the best compared isomer or geometry (same formula, charge and spin)   146.0 kJ/mol

***

Record 7
Entry from OMol25: a cluster of 2 separate species, C8H12N6O in total (wB97M-V/def2-TZVPD).

XYZ file:
```
27
Properties=species:S:1:pos:R:3:lowdin_charge:R:1
C -2.96 1.04 -1.13 -0.12
C 2.59 1.81 0.46 -0.19
C -2.72 -0.11 -0.40 -0.09
C 1.49 1.29 -0.31 -0.03
C -0.18 -0.22 2.28 -0.06
C 0.09 -0.86 -1.87 0.00
C -1.01 -0.77 1.19 -0.13
C 0.99 -1.09 -0.69 -0.42
N -1.97 1.96 -0.73 -0.03
N 3.28 0.88 1.00 -0.01
N -1.25 1.49 0.23 0.03
N 2.75 -0.22 0.68 0.01
N -1.66 0.12 0.45 -0.13
N 1.69 -0.06 -0.19 -0.08
O 1.25 -2.31 -0.27 0.08
H -3.65 1.22 -2.02 0.11
H 2.92 2.83 0.58 0.09
H -3.25 -1.05 -0.32 0.11
H 0.69 1.66 -1.06 0.12
H 0.46 0.62 2.16 0.06
H -0.70 -0.10 3.16 0.05
H 0.58 -1.00 2.43 0.09
H -0.38 -1.90 -2.02 0.11
H -0.55 -0.02 -2.00 0.03
H 0.87 -0.96 -2.75 0.13
H -1.50 -1.74 1.08 0.13
H 2.12 -2.53 0.08 0.12
```

Calculated values
E_HOMO (spin up / spin down)   -7.377 / -6.696 eV
Energy relative to the best compared isomer or geometry (same formula, charge and spin)   768.8 kJ/mol

***

Record 8
Entry from OMol25: a cluster of 2 separate species, C10H8ClNO2 in total (wB97M-V/def2-TZVPD).

XYZ file:
```
22
Properties=species:S:1:pos:R:3:lowdin_charge:R:1
C -3.21 -2.03 -0.70 -0.08
C -2.24 -1.31 -1.43 -0.07
C -2.83 -2.62 0.49 -0.11
C -0.96 -1.13 -0.93 -0.05
C -1.58 -2.39 1.02 -0.04
C -0.64 -1.66 0.28 -0.22
C 0.70 -1.43 0.78 -0.06
C 3.78 0.19 -0.36 -0.66
C 4.01 -0.53 0.88 -0.44
C 4.38 2.13 -1.56 -0.05
N 1.85 -1.25 0.89 0.19
O 2.65 0.18 -0.82 0.02
O 4.74 1.07 -0.70 -0.07
Cl 4.93 -1.89 0.93 0.71
H -4.21 -2.25 -1.19 0.13
H -2.27 -0.87 -2.47 0.13
H -3.63 -3.16 1.10 0.13
H -0.17 -0.67 -1.50 0.12
H -1.51 -2.73 2.07 0.13
H 4.83 1.88 -2.55 0.10
H 4.57 3.13 -1.22 0.07
H 3.22 1.94 -1.57 0.12
```

Calculated values
E_HOMO   -8.245 eV
Energy relative to the best compared isomer or geometry (same formula, charge and spin)   231.9 kJ/mol

***

What energy values result from the calculations? In sequence: -123547.5596; -9216.5643; -19080.1946; -17208.2152; -26794.8914; -63126.3259; -19471.9854; -28602.0278 eV.